No. 1
A cluster of 20 separate species, H41O20 in total in a non-equilibrium geometry. Source: the Open Molecules 2025 dataset; level of theory: wB97M-V/def2-TZVPD.

```
61
Properties=species:S:1:pos:R:3:forces:R:3
O 1.3530 -4.3596 -2.1759 -1.1 -1.2 0.6
H 2.2758 -4.1285 -1.9951 -0.1 0.3 -0.2
O 1.1365 -0.4692 -0.4503 -1.1 0.9 -0.6
H 0.2088 -0.5871 -0.1125 1.0 -0.3 0.1
H 0.9992 0.4274 -0.8286 0.6 -0.7 -0.1
O 3.4887 2.0967 -3.2280 -1.6 0.8 -0.9
H 3.1745 2.3771 -4.1164 0.9 -0.6 0.2
H 2.8628 2.6689 -2.7498 0.6 -0.2 0.7
O 0.6157 0.1018 -4.6987 -0.2 0.4 -0.2
H 1.4771 -0.3257 -4.6530 -0.2 -0.2 -0.3
H 0.2176 -0.0942 -5.5561 0.4 -0.1 0.1
O 3.3004 2.3189 3.8509 -1.0 2.0 0.7
H -4.5802 -2.8151 -0.0451 0.3 0.0 -0.1
H 2.7176 3.1257 3.8698 0.7 -0.8 -0.7
O -3.6129 -2.7537 -0.0793 -0.1 0.1 0.3
H -1.6948 -2.5126 -1.5345 -1.8 -0.3 -0.2
H -3.3664 -2.6918 0.8526 0.0 -0.1 -0.1
O -1.7357 -1.9950 -2.3419 2.5 1.0 -0.4
H -2.4298 -1.7815 -2.9592 -0.9 -0.8 0.9
H -0.1917 -1.9729 -2.8425 -0.3 -0.5 -1.0
O -2.1126 4.0719 2.7292 -0.3 -0.3 0.2
H -1.8030 3.4394 2.0634 0.0 0.6 0.0
H -1.6829 4.9218 2.5959 0.0 -0.1 -0.4
O -1.2223 0.0019 0.7695 -1.4 0.6 -1.3
H -2.0549 -0.4528 0.5461 0.3 -0.3 0.3
H 3.4401 2.3347 4.8104 0.5 -0.8 -0.1
O -2.4905 2.8097 -1.6036 -1.0 -0.1 -0.2
H -2.4303 3.7186 -1.2576 -0.2 -0.6 -0.2
H -3.4279 2.6537 -1.8704 1.1 0.5 0.4
O 0.0747 2.8134 -0.1932 0.3 -0.7 0.8
H 0.1512 2.4040 -1.0805 -0.2 0.4 0.1
H 0.5359 2.2017 0.4087 -0.1 0.5 -0.3
O 1.1066 0.7242 4.1290 0.1 -0.1 -0.5
H 0.7846 0.8600 5.0236 0.2 0.6 0.0
H 1.4256 1.5825 3.7528 -0.4 -1.0 1.0
O -0.1032 -4.1570 -0.1674 0.1 -0.6 -1.3
H 0.1973 -3.4510 0.4843 0.3 -0.7 0.5
H 0.0623 -5.0892 0.0463 -0.4 0.5 1.2
O 0.3339 3.4101 3.7807 1.1 -0.4 0.5
H -0.5992 3.4825 4.0196 0.0 0.4 -0.6
H 0.5495 3.8998 2.9837 -0.7 0.2 0.0
O 0.2350 1.8092 -2.6330 0.3 0.1 -1.2
H 1.0038 1.8432 -3.2268 0.0 -0.3 0.5
H -0.4512 1.7341 -3.3178 -0.2 -0.1 0.7
O -0.9020 -0.7639 3.0929 0.4 0.3 1.5
H -0.6709 0.0283 2.5745 -0.2 -0.5 0.3
H -0.4842 -0.5606 3.9742 -0.5 -0.4 -1.4
O -4.1331 -0.3262 2.8045 -0.5 0.8 -0.8
H -4.4149 -0.9961 3.4269 0.7 -0.3 0.0
H -3.2418 -0.4255 2.4499 0.0 -0.5 0.9
O 0.7428 -2.2332 -3.1065 -0.9 1.1 0.8
H 0.8332 -3.5940 -2.7386 1.6 0.6 0.6
H 1.1333 -1.6044 -2.4592 0.7 -0.5 -0.2
O 0.5921 -2.4277 1.6004 0.9 1.0 1.2
H -0.0196 -1.9576 2.2293 -0.3 -0.2 -0.4
H 1.4302 -1.9927 1.9027 -0.7 -0.8 -0.9
O 4.2214 -1.5861 -1.8911 -0.5 0.0 0.0
H 3.5890 -1.2062 -1.2654 0.2 0.0 0.0
H 4.2076 -0.9729 -2.6355 0.2 0.0 0.1
H 0.7778 -4.4087 -1.2458 0.5 1.0 -0.9
H -1.3994 0.8311 0.2875 0.4 0.3 0.1
```
Forces are in eV/Å.

Properties
Frontier orbital gap (eV): 10.4942
Net charge: +1
E_HOMO (eV): -13.04
Lowest unoccupied orbital energy (eV): -2.55


No. 2
A cluster of 21 separate species, H42O21 in total in a non-equilibrium geometry. Source: the Open Molecules 2025 dataset; level of theory: wB97M-V/def2-TZVPD.

```
63
Properties=species:S:1:pos:R:3:forces:R:3
O 0.7299 1.0900 4.1805 6.4 -5.3 -2.8
H 0.3071 1.3948 4.8443 -5.2 3.9 6.0
H 0.6870 1.3137 3.3182 -0.7 2.9 -3.2
O -3.4929 -1.1636 -2.9714 2.1 0.2 3.3
H -2.7314 -0.7032 -2.4229 -2.2 -1.3 -2.1
H -3.6544 -0.7547 -3.7966 0.1 1.0 -1.1
O -4.3038 -1.7089 0.3011 -2.3 -1.3 5.2
H -5.1922 -2.1419 0.5396 2.2 1.1 -1.1
H -4.1846 -1.6218 -0.5870 0.1 0.1 -4.2
O 0.5783 -1.4880 4.3124 -2.2 -0.8 -3.3
H 0.7391 -1.6376 5.1870 0.9 -0.6 3.5
H 1.3258 -1.0736 3.9270 0.9 0.5 0.3
O -2.3992 -0.1553 1.6137 1.7 0.3 -0.7
H -2.8413 -0.8949 1.2309 -1.0 -1.0 -1.0
H -2.9718 0.0605 2.3093 -1.2 0.8 1.8
O 1.2579 3.9039 -2.1593 -0.4 1.6 0.9
H 0.6254 3.2224 -2.2271 -0.5 -2.9 -0.8
H 0.6002 4.4472 -1.6929 1.0 1.3 -0.3
O 3.1780 0.4683 0.0286 -1.0 -0.9 -0.1
H 2.2388 0.5426 0.2855 0.4 0.3 -0.2
H 3.2860 -0.4774 0.1905 0.6 -0.1 0.0
O 0.2320 -0.4143 1.6461 -2.4 -0.5 3.7
H -0.6619 -0.9771 1.9519 3.0 2.5 -1.2
H 0.2929 0.1468 2.5316 -0.3 -2.3 -2.8
O -1.2501 0.0361 -4.9829 10.2 -5.8 -6.6
H -0.8212 -0.8176 -4.7108 -1.5 1.7 0.3
H -1.8747 0.4069 -4.5955 -8.5 4.2 6.3
O 2.6338 1.9323 -4.1602 -0.1 -2.9 -1.2
H 1.8615 2.1155 -4.6860 -0.3 0.4 -0.1
H 2.9125 2.6719 -3.7003 0.5 2.6 1.3
O -0.0464 4.4157 0.8662 0.3 -1.2 -2.7
H 0.1113 4.1315 -0.1008 -0.5 1.3 1.9
H 0.2203 3.5429 1.1580 0.3 -0.4 1.2
O 0.1766 -3.8494 -2.6558 1.9 0.0 1.4
H -0.5334 -4.4233 -2.8657 -1.1 -1.0 -0.5
H 0.8361 -4.4442 -2.1995 -0.8 0.9 -0.8
O -1.7415 -1.9800 -1.0513 0.1 0.7 1.4
H -1.4477 -2.7516 -1.5125 0.3 -0.8 -0.7
H -1.3702 -2.0834 -0.1517 -0.4 0.2 -0.7
O -4.1316 2.4050 0.1533 -3.5 2.2 -1.5
H -3.7823 1.6358 -0.1585 1.3 -3.5 -1.5
H -3.5733 2.6289 0.8234 2.1 1.3 3.1
O 3.4272 -1.3804 3.1438 -0.7 -1.6 -0.2
H 2.5734 -1.0991 2.8265 -0.3 0.0 -0.6
H 3.8661 -0.5780 3.3024 1.1 1.7 0.3
O 2.1156 -0.3800 -2.7782 -0.4 -1.7 -0.4
H 2.5056 0.4497 -3.0874 0.4 0.1 0.6
H 2.2805 -0.6699 -1.8612 0.5 1.0 -0.9
O 1.8908 -5.1157 0.8105 0.1 2.1 -0.6
H 1.8780 -4.1104 0.6080 -0.2 -2.2 0.5
H 1.0396 -5.4250 0.4886 -0.1 0.0 0.1
O 1.0578 -2.4572 0.0393 2.6 -0.5 0.9
H 0.8354 -1.8560 0.7634 -0.8 0.2 -0.4
H 0.4849 -2.7003 -0.6589 -1.3 0.4 -0.8
O 0.3268 0.9696 -1.6275 -2.3 5.6 0.0
H 0.6028 0.4808 -2.3331 1.5 -2.2 -3.2
H 0.3687 0.4189 -0.9271 -0.1 -2.8 3.7
O -2.1898 2.7626 3.1228 0.7 -1.3 -3.9
H -1.9128 2.6478 2.1053 -1.0 0.2 3.4
H -1.7028 3.5483 3.3154 0.4 1.1 0.5
O 2.6659 2.3122 1.6924 -2.9 -2.9 -0.6
H 3.0608 2.2635 0.8404 0.9 0.1 -0.8
H 3.0007 2.9680 2.2038 1.7 3.2 2.0
```
Forces are in eV/Å.

Properties
Frontier orbital gap (eV): 10.3637
E_HOMO (eV): -10.59
Lowest unoccupied orbital energy (eV): -0.23


No. 3
A structure of composition H4N2O3 in a non-equilibrium geometry. Source: the Open Molecules 2025 dataset; level of theory: wB97M-V/def2-TZVPD.

```
9
Properties=species:S:1:pos:R:3:forces:R:3
N 1.2586 -0.3326 -0.6635 2.9 -0.2 0.5
N -0.8882 -0.4774 0.0513 -0.6 -0.4 1.0
O 0.0286 -0.5445 -0.9193 -2.3 0.2 -0.6
O 1.5732 -0.6703 0.6581 -1.1 0.2 -0.3
O -2.0998 -0.5885 -0.6114 0.9 0.0 -0.4
H 2.5384 -0.6821 0.6698 0.0 0.1 -0.3
H -2.7398 -0.7629 0.0898 0.2 0.0 0.2
H 0.4313 2.1811 0.0986 -1.3 -0.7 1.3
H -0.1023 1.8772 0.6266 1.3 0.8 -1.3
```
Forces are in eV/Å.

Properties
Frontier orbital gap (alpha / beta) (eV): 9.5847 / 9.2645
E_HOMO (alpha / beta) (eV): -9.04 / -8.84
Lowest unoccupied orbital energy (alpha / beta) (eV): 0.55 / 0.42


No. 4
The molecule H4N2O3Si in a non-equilibrium geometry. Source: the Open Molecules 2025 dataset; level of theory: wB97M-V/def2-TZVPD.

```
10
Properties=species:S:1:pos:R:3:forces:R:3
N -0.7508 1.4091 -0.2392 1.9 0.7 -2.6
Si -0.5409 -0.2796 -0.2680 -0.9 -1.3 4.9
O -0.6968 -1.1226 1.5571 0.0 2.2 -4.4
N 1.2266 -0.5467 -0.4894 2.2 1.1 -0.2
O 1.5592 -1.6485 -0.8725 0.0 -0.2 -0.1
O 2.0294 0.3622 -0.1967 -1.1 -1.1 -0.3
H -1.4378 1.8056 0.3355 -1.0 0.6 0.8
H -0.2502 2.1704 -0.8548 -1.3 -2.5 1.8
H -1.2435 -1.3726 -0.9207 -0.2 0.4 -0.6
H 0.1049 -0.7773 1.9487 0.3 0.1 0.6
```
Forces are in eV/Å.

Properties
SMILES string: N[Si@H](O)[N+](=O)[O-]
Frontier orbital gap (eV): 10.5125
E_HOMO (eV): -11.02
Lowest unoccupied orbital energy (eV): -0.51


No. 5
A cluster of 2 separate species, H4N4O in total in a non-equilibrium geometry. Source: the Open Molecules 2025 dataset; level of theory: wB97M-V/def2-TZVPD.

```
9
Properties=species:S:1:pos:R:3:forces:R:3
N 1.2334 -0.5316 -0.0675 1.7 0.6 0.5
N 2.1298 0.1448 0.3602 -1.0 -1.2 -0.3
N -1.4988 -0.6230 0.2670 -4.0 1.2 -3.3
N -0.5888 0.1763 0.7548 1.0 1.1 0.1
O -0.7725 1.3900 0.0646 0.5 0.0 0.9
H -0.1404 1.9716 0.5359 -0.5 -0.3 -0.4
H 3.0390 -0.3957 0.4239 -0.4 0.4 -0.2
H -1.3874 -1.5829 0.1302 1.4 -1.7 0.8
H -1.9684 -0.3265 -0.6629 1.1 0.1 2.0
```
Forces are in eV/Å.

Properties
Frontier orbital gap (alpha / beta) (eV): 8.8000 / 8.1254
E_HOMO (alpha / beta) (eV): -7.96 / -7.23
Lowest unoccupied orbital energy (alpha / beta) (eV): 0.84 / 0.89


No. 6
The molecule H4N4O2 in a non-equilibrium geometry. Source: the Open Molecules 2025 dataset; level of theory: wB97M-V/def2-TZVPD.

```
10
Properties=species:S:1:pos:R:3:forces:R:3
N -1.1239 0.5336 -0.4054 0.0 1.2 -1.9
N -0.0458 -0.1545 0.0335 0.1 -1.4 -0.2
N 0.2771 -1.3947 -0.4974 1.5 0.3 -1.5
N 0.8045 0.5118 0.8633 1.9 -2.5 1.7
O 0.4881 1.6443 1.1432 0.1 0.6 -0.1
O 1.7586 -0.1330 1.3476 -1.3 1.3 -1.1
H -0.7893 1.4252 -0.8025 -0.2 -0.5 -0.3
H -1.5774 0.8483 0.4027 -1.4 0.4 1.4
H 0.7176 -1.2502 -1.4435 -0.6 -0.2 1.3
H -0.5096 -2.0308 -0.6415 -0.1 0.8 0.7
```
Forces are in eV/Å.

Properties
SMILES string: NN(N)[N+](=O)[O-]
Frontier orbital gap (eV): 10.7686
E_HOMO (eV): -10.08
Lowest unoccupied orbital energy (eV): 0.69


No. 7
A cluster of 3 separate species, H4N4O2S in total in a non-equilibrium geometry. Source: the Open Molecules 2025 dataset; level of theory: wB97M-V/def2-TZVPD.

```
11
Properties=species:S:1:pos:R:3:forces:R:3
N 1.1113 -0.9645 -0.5919 3.1 1.6 -0.3
N 2.2721 2.1945 -0.5698 2.4 0.1 2.2
N 0.0078 2.0711 -0.8346 -2.8 -0.5 0.0
N 1.1091 2.0761 -0.7445 1.0 0.6 -1.4
O -1.8861 -0.5184 0.8582 -1.2 0.6 -0.7
O -0.3818 -2.7285 0.5939 1.5 1.1 -1.8
S -0.1808 -1.4830 -0.7011 -2.1 -2.8 1.0
H -2.3616 0.3405 0.7394 0.9 -1.0 0.8
H 3.0431 2.2665 -1.2093 -0.7 -0.2 -0.8
H -1.2919 -2.6095 0.7615 -2.1 -0.3 0.6
H -1.4412 -0.6447 1.6982 -0.1 0.7 0.3
```
Forces are in eV/Å.

Properties
Frontier orbital gap (eV): 9.9774
E_HOMO (eV): -9.84
Lowest unoccupied orbital energy (eV): 0.14


No. 8
The ion H4N5 with charge +1 in a non-equilibrium geometry. Source: the Open Molecules 2025 dataset; level of theory: wB97M-V/def2-TZVPD.

```
9
Properties=species:S:1:pos:R:3:forces:R:3
H 0.8550 -0.3870 3.6337 0.2 -0.4 -0.2
N 0.3965 0.2457 2.9849 0.0 1.4 1.2
N 0.0461 -0.0200 1.9051 -0.3 -1.1 -1.8
N -0.3136 -0.3518 0.8637 0.2 -0.8 0.9
N -0.8500 0.0503 -0.3924 -0.5 1.1 -0.2
N -0.0340 0.3500 -1.3953 0.5 0.0 -0.5
H -1.6303 -0.5600 -0.6282 0.3 0.0 0.2
H 0.6008 1.1234 -1.2445 -0.3 0.0 0.0
H 0.2730 -0.3641 -2.0441 0.1 -0.2 0.3
```
Forces are in eV/Å.

Properties
SMILES string: [H]/N=N\N=[NH+]\N
Frontier orbital gap (alpha / beta) (eV): 8.8877 / 8.8892
Net charge: +1
E_HOMO (alpha / beta) (eV): -14.60 / -14.60
Lowest unoccupied orbital energy (alpha / beta) (eV): -5.71 / -5.71


Table of E_tot (eV), in record order: -41609.5112 -43674.6605 -9179.2148 -17063.2819 -8067.1213 -10114.8966 -20950.9677 -7502.3883
Table of energy above the lowest of the compared OMol25 structures with the same formula, charge and spin (kJ/mol), in record order: 223.01 1076.25 182.38 143.21 169.75 55.02 37.73 472.18